No. 1
{
  "formula": "C44H44BBrF4N5O7SSb2Tl",
  "method": "the ωB97M-V functional and the def2-TZVPD basis",
  "charge": -2,
  "molar_mass_g_mol": 1401.5,
  "relative_energy_kcal_mol": 27.2,
  "lumo_energy_ev": 3.720,
  "e_homo_ev": -3.48,
  "species": ["Tl", "C", "C", "C", "Sb", "C", "C", "C", "C", "C", "C", "C", "C", "C", "C", "C", "C", "Sb", "C", "C", "C", "C", "C", "C", "C", "C", "C", "C", "C", "C", "H", "H", "H", "H", "H", "H", "H", "H", "H", "H", "H", "H", "H", "H", "H", "H", "H", "H", "H", "H", "H", "H", "H", "H", "H", "H", "O", "C", "O", "C", "C", "C", "C", "C", "C", "O", "N", "O", "O", "N", "O", "O", "H", "H", "C", "C", "N", "C", "S", "N", "C", "C", "H", "H", "H", "H", "H", "H", "H", "H", "H", "H", "H", "H", "F", "B", "F", "F", "F", "Br", "C", "C", "C", "C", "N", "C", "H", "H", "H", "H"],
  "coordinates": [[-1.149910, -0.560511, -0.116102], [1.403607, 3.009953, -1.956276], [2.604089, 2.051757, -1.845252], [2.703661, 1.087952, -0.662196], [4.054879, 1.814079, 0.871446], [5.801775, 0.827505, 0.016141], [6.110134, -0.497249, 0.311066], [7.284068, -1.076997, -0.148318], [8.161347, -0.336345, -0.926920], [7.854636, 0.975911, -1.254200], [6.685241, 1.551896, -0.778527], [3.742959, 0.243636, 2.311723], [4.469782, 0.308279, 3.497004], [4.286446, -0.637277, 4.492945], [3.370362, -1.663682, 4.310580], [2.650261, -1.741189, 3.129516], [2.829308, -0.785640, 2.138603], [0.499098, 4.373760, -0.475306], [0.694263, 3.657568, 1.555940], [1.358430, 4.442210, 2.498109], [1.339873, 4.093106, 3.840244], [0.641348, 2.970869, 4.261368], [-0.038235, 2.191674, 3.338253], [-0.011745, 2.544248, 1.995272], [2.143732, 5.813621, -0.283789], [3.501951, 5.551115, -0.428632], [4.444642, 6.560027, -0.280408], [4.045209, 7.856046, 0.009421], [2.694050, 8.138180, 0.147766], [1.760395, 7.122142, 0.002914], [0.537976, 2.420027, -2.258696], [1.618675, 3.713528, -2.765925], [3.536126, 2.625270, -1.908082], [2.542434, 1.442290, -2.751084], [3.102026, 0.129236, -0.994897], [1.725942, 0.920758, -0.209324], [5.424748, -1.076448, 0.918000], [7.518071, -2.104216, 0.105194], [9.088176, -0.775262, -1.275049], [8.533185, 1.550812, -1.873709], [6.456309, 2.583567, -1.027063], [5.183125, 1.114226, 3.639556], [4.848832, -0.567373, 5.417192], [3.202518, -2.389478, 5.095984], [1.911155, -2.515908, 2.991964], [2.226652, -0.854198, 1.241799], [1.890394, 5.331716, 2.184956], [1.864696, 4.714965, 4.557013], [0.624048, 2.694284, 5.307617], [-0.601323, 1.326668, 3.665128], [-0.570475, 1.942998, 1.286627], [3.836347, 4.548746, -0.659959], [5.498302, 6.335989, -0.395403], [4.776479, 8.646792, 0.124763], [2.368804, 9.149517, 0.362151], [0.704111, 7.344207, 0.118774], [-2.521716, -0.094699, 4.118797], [-2.462402, -0.829447, 3.126867], [-1.462595, -1.052357, 2.383841], [-3.730548, -1.623738, 2.776023], [-4.318631, -2.347360, 3.764302], [-5.451545, -3.151142, 3.506286], [-6.008812, -3.153831, 2.245466], [-5.463617, -2.390011, 1.225834], [-4.254585, -1.601104, 1.423285], [-3.720917, -0.925181, 0.509882], [-6.139631, -2.431439, -0.035905], [-7.088414, -3.208862, -0.163152], [-5.793353, -1.692140, -0.944531], [-6.039817, -3.938801, 4.534575], [-5.548602, -3.913586, 5.657680], [-7.024970, -4.623761, 4.265233], [-3.920089, -2.308119, 4.768723], [-6.888203, -3.745679, 2.046734], [-3.682686, 5.468306, -0.033478], [-4.800463, 4.651184, -0.680902], [-4.283872, 3.652752, -1.616328], [-3.646148, 2.522672, -1.117308], [-2.018565, 2.308941, -1.470273], [-4.352812, 1.633984, -0.438132], [-5.799544, 1.538832, -0.352493], [-6.263931, 1.595474, 1.100485], [-4.093710, 6.205141, 0.657992], [-3.100862, 5.989133, -0.795314], [-3.005587, 4.812840, 0.515484], [-5.472674, 5.308118, -1.239847], [-5.380618, 4.145926, 0.090767], [-3.652127, 4.087849, -2.276379], [-3.877128, 0.790921, -0.113834], [-6.083939, 0.574672, -0.779302], [-6.247618, 2.333052, -0.949624], [-5.762124, 0.816471, 1.673544], [-7.339950, 1.430519, 1.161180], [-6.026102, 2.556132, 1.559338], [1.392627, 0.146570, -4.368337], [1.466670, -0.993094, -3.562904], [0.640770, -0.827821, -2.420912], [2.793819, -1.171072, -3.114567], [1.055340, -2.128175, -4.267240], [-0.523256, -6.528809, 1.912808], [0.345206, -5.128639, 0.968810], [1.468144, -5.407549, 0.206296], [2.065855, -4.362273, -0.478028], [1.505376, -3.095792, -0.385433], [0.429077, -2.852105, 0.353223], [-0.146954, -3.835917, 1.030040], [1.850079, -6.417376, 0.143781], [2.942641, -4.522595, -1.088463], [1.916131, -2.258751, -0.937217], [-1.012522, -3.567811, 1.627164]],
  "forces_ev_per_angstrom": [[0.0, -0.1, 0.2], [0.1, -0.3, 0.6], [0.1, 0.2, -0.1], [-0.1, 0.2, 0.3], [-0.1, -0.5, -0.2], [-0.2, 0.2, 0.2], [-0.1, 0.0, 0.0], [0.0, 0.0, 0.0], [0.1, 0.0, 0.0], [0.0, 0.0, 0.0], [-0.1, 0.1, 0.0], [0.0, 0.4, -0.1], [0.0, 0.0, 0.0], [0.1, 0.0, 0.1], [0.0, 0.0, 0.0], [-0.1, 0.0, 0.1], [-0.1, -0.1, 0.0], [0.5, 0.4, -0.2], [0.2, 0.1, -0.3], [0.0, 0.0, -0.1], [0.0, 0.1, 0.1], [0.1, 0.0, 0.0], [0.0, -0.1, 0.1], [-0.1, -0.2, 0.0], [-0.3, -0.2, -0.1], [0.0, 0.0, -0.1], [0.1, 0.0, 0.0], [-0.1, 0.1, 0.0], [0.0, 0.1, 0.0], [-0.1, 0.0, 0.0], [0.0, 0.0, -0.1], [-0.2, 0.0, 0.0], [0.0, 0.1, -0.2], [0.2, 0.1, 0.0], [-0.1, 0.0, 0.0], [-0.1, -0.1, 0.0], [0.1, -0.1, 0.0], [0.0, 0.0, 0.0], [0.0, 0.0, 0.0], [0.0, 0.0, 0.0], [0.1, 0.0, 0.0], [0.0, 0.0, 0.1], [0.0, 0.0, 0.0], [0.0, 0.0, 0.0], [-0.1, -0.1, 0.0], [0.0, 0.0, 0.0], [0.1, 0.0, 0.0], [0.0, 0.0, 0.0], [0.0, 0.0, 0.0], [-0.1, -0.1, -0.1], [0.0, 0.0, 0.0], [0.0, 0.0, 0.0], [0.0, 0.0, 0.0], [0.0, 0.0, 0.0], [0.0, 0.0, 0.0], [0.0, 0.1, 0.0], [0.1, 0.0, 0.0], [-0.3, -0.1, -0.1], [0.2, 0.0, -0.2], [0.3, 0.2, 0.0], [-0.2, -0.2, 0.2], [0.3, 0.5, -0.7], [-0.2, -0.2, 0.1], [0.6, 0.1, 0.6], [-0.4, -0.2, -0.1], [0.1, 0.1, 0.0], [-0.5, -0.1, -0.6], [0.1, 0.0, 0.1], [0.1, 0.0, 0.2], [-0.4, -0.4, 0.4], [0.1, 0.1, -0.1], [0.1, 0.1, 0.0], [0.0, 0.0, 0.0], [0.0, 0.0, 0.0], [-0.1, -0.1, 0.0], [0.0, 0.1, 0.2], [-0.2, 0.0, -0.1], [0.1, -0.1, -0.1], [0.0, -0.1, -0.2], [0.0, 0.2, 0.0], [-0.2, 0.1, 0.2], [0.0, 0.0, -0.2], [0.0, 0.0, 0.0], [0.1, 0.0, 0.0], [0.0, 0.0, 0.0], [-0.1, -0.1, 0.1], [-0.1, 0.0, -0.1], [0.1, 0.0, 0.1], [0.0, 0.0, 0.0], [0.0, 0.1, 0.0], [0.0, -0.1, 0.0], [0.0, 0.0, 0.1], [0.0, 0.0, 0.0], [0.0, 0.0, 0.0], [0.0, 0.1, -0.1], [0.0, -0.2, 0.0], [0.0, 0.1, 0.1], [0.2, 0.0, 0.1], [0.0, -0.1, -0.1], [0.0, 0.1, 0.0], [0.0, -0.1, 0.0], [-0.1, 0.1, 0.0], [0.0, 0.0, 0.0], [0.1, -0.1, -0.1], [0.1, 0.2, 0.0], [-0.1, -0.1, 0.1], [0.0, 0.0, 0.0], [0.0, 0.0, 0.0], [0.0, 0.0, -0.1], [0.0, 0.0, 0.0]],
  "mulliken_charge": [0.895, -1.390, -0.205, -0.495, 0.834, 0.055, -0.018, -0.732, -0.356, -0.594, -0.429, -0.467, -0.621, -0.638, -0.495, -0.503, 0.947, 1.043, -0.154, 0.045, -0.647, -0.748, -0.179, -0.078, -0.662, 0.558, -0.719, -0.381, -0.589, -0.454, 0.383, 0.586, 0.331, 0.179, 0.677, -0.294, 0.337, 0.376, 0.340, 0.366, 0.293, 0.357, 0.353, 0.375, 0.373, -0.132, 0.281, 0.348, 0.410, 0.373, 0.072, 0.193, 0.380, 0.352, 0.364, 0.310, -0.755, -0.232, -0.370, 0.538, -0.083, -0.768, -0.176, -0.566, 0.558, -1.039, 1.074, -0.732, -0.649, 1.037, -0.674, -0.676, 0.571, 0.644, -0.929, -0.335, -0.250, 0.172, -0.251, 0.665, -0.626, -0.913, 0.426, 0.289, 0.135, 0.382, 0.048, 0.404, -0.359, 0.282, 0.490, 0.132, 0.314, 0.343, -0.397, 0.229, -0.008, -0.429, -0.392, -0.231, -0.303, -0.177, -1.177, -0.105, 0.442, -0.129, 0.428, 0.503, 0.449, 0.372]
}

No. 2
{
  "formula": "C34H44N5O6STi",
  "method": "the ωB97M-V functional and the def2-TZVPD basis",
  "charge": 1,
  "molar_mass_g_mol": 698.7,
  "lumo_energy_ev": -3.029,
  "e_homo_ev": -10.04,
  "species": ["Ti", "C", "C", "O", "C", "C", "O", "C", "C", "O", "C", "C", "O", "C", "C", "O", "H", "H", "H", "H", "H", "H", "H", "H", "H", "H", "H", "H", "H", "H", "H", "H", "H", "H", "H", "H", "C", "C", "N", "C", "C", "C", "S", "N", "C", "O", "C", "C", "C", "C", "C", "C", "H", "H", "H", "H", "H", "H", "H", "H", "H", "H", "H", "H", "H", "H", "H", "N", "C", "C", "C", "C", "C", "C", "N", "C", "C", "C", "C", "N", "C", "C", "H", "H", "H", "H", "H", "H", "H", "H", "H"],
  "coordinates": [[0.458516, -0.306304, 0.331399], [-2.336208, -1.802746, -0.628003], [-1.680729, -2.935269, 0.121730], [-0.650019, -2.331120, 0.895203], [-0.231260, -3.097363, 2.021209], [-1.197910, -2.955848, 3.187000], [-1.597385, -1.616546, 3.416298], [-0.796094, -0.876703, 4.304173], [0.576552, -0.534555, 3.746282], [0.429390, -0.085274, 2.394194], [1.267981, 0.900926, 1.796217], [1.436395, 0.843261, -1.063696], [1.134921, -0.402460, -1.705866], [0.265900, -0.481388, -2.833844], [-0.793355, -1.481948, -2.456193], [-1.323792, -0.991624, -1.221537], [-2.868907, -1.148902, 0.063435], [-3.029693, -2.167821, -1.388432], [-1.230005, -3.671512, -0.548992], [-2.415662, -3.431049, 0.760027], [0.766370, -2.742063, 2.260733], [-0.133724, -4.147541, 1.732662], [-0.734708, -3.390951, 4.080973], [-2.116809, -3.512427, 2.998400], [-0.657327, -1.408842, 5.253838], [-1.351931, 0.037940, 4.514285], [1.243898, -1.397702, 3.767888], [1.030659, 0.265757, 4.332028], [2.321266, 0.740775, 2.009174], [0.928093, 1.913569, 2.005952], [2.512216, 0.985568, -1.012589], [0.921493, 1.689798, -1.516264], [0.839553, -0.812962, -3.698608], [-0.161182, 0.501302, -3.045731], [-0.345897, -2.470501, -2.308882], [-1.584671, -1.531631, -3.209233], [5.087187, -2.516808, -3.636343], [3.675104, -1.956369, -3.526498], [2.698539, -2.946120, -3.065277], [2.243898, -3.904820, -4.073313], [1.221826, -3.344599, -5.050355], [2.508426, -3.147462, -1.744890], [1.395533, -4.245330, -1.119951], [3.387136, -2.467288, -0.939043], [3.124699, -1.809908, 0.124739], [1.926297, -1.464193, 0.544451], [4.266025, -1.373599, 0.971866], [4.087968, -1.175984, 2.336615], [5.155786, -0.800622, 3.136442], [6.407498, -0.605333, 2.570008], [6.590618, -0.801565, 1.207468], [5.526894, -1.193657, 0.411576], [5.779848, -1.726485, -3.928432], [5.152330, -3.306734, -4.384381], [5.404296, -2.921259, -2.676203], [3.333434, -1.589825, -4.496808], [3.657556, -1.113061, -2.839125], [1.824200, -4.756843, -3.546730], [3.126380, -4.251728, -4.616892], [0.297430, -3.078180, -4.537800], [0.976644, -4.102387, -5.794741], [1.591882, -2.469475, -5.587913], [3.112628, -1.347788, 2.769502], [5.015642, -0.666564, 4.201139], [7.241758, -0.306623, 3.190740], [7.567071, -0.653430, 0.765910], [5.659398, -1.365275, -0.648360], [-4.646560, 4.991765, 1.677799], [-5.587311, 5.914339, 1.272205], [-6.344251, 6.854436, 1.968077], [-7.208192, 7.621317, 1.217033], [-7.319791, 7.463064, -0.177649], [-6.568108, 6.533106, -0.858346], [-5.683933, 5.746009, -0.115698], [-4.818834, 4.754929, -0.534657], [-4.225431, 4.337413, 0.548897], [-3.221068, 3.275211, 0.548545], [-2.771855, 2.767920, -0.669221], [-1.830305, 1.766309, -0.676130], [-1.291473, 1.237482, 0.434624], [-1.731843, 1.724405, 1.600756], [-2.681194, 2.721607, 1.704695], [-4.297354, 4.875692, 2.611752], [-6.263359, 6.979589, 3.039565], [-7.818671, 8.365413, 1.710676], [-8.014076, 8.090277, -0.720059], [-6.648559, 6.406430, -1.929188], [-3.170017, 3.163413, -1.592455], [-1.492026, 1.357975, -1.615661], [-1.315280, 1.277109, 2.490519], [-2.990375, 3.038258, 2.691290]],
  "forces_ev_per_angstrom": [[0.4, -0.6, -0.1], [0.0, 0.0, 0.0], [0.0, 0.0, 0.0], [-0.2, 0.2, 0.1], [0.1, -0.1, -0.1], [0.0, 0.0, 0.0], [0.0, 0.0, 0.0], [0.1, 0.0, 0.0], [0.1, -0.1, 0.0], [-0.2, 0.3, 0.1], [0.0, 0.1, -0.1], [0.0, 0.0, 0.0], [0.1, 0.0, 0.0], [0.0, 0.0, 0.0], [0.0, -0.1, 0.0], [-0.1, 0.2, 0.0], [0.0, 0.0, 0.0], [0.0, 0.0, 0.0], [0.0, 0.0, 0.0], [0.0, 0.0, 0.0], [0.0, 0.0, 0.0], [0.0, 0.0, 0.0], [0.0, 0.0, 0.0], [0.0, 0.0, 0.0], [0.0, 0.0, 0.0], [0.0, 0.0, 0.0], [0.0, 0.0, 0.0], [0.0, 0.0, 0.0], [0.0, 0.0, 0.0], [0.0, 0.0, 0.0], [0.0, 0.0, 0.0], [0.0, 0.0, 0.0], [0.0, 0.0, 0.0], [0.0, 0.0, 0.0], [0.0, 0.0, 0.0], [0.0, 0.0, 0.0], [0.0, 0.0, 0.0], [0.1, 0.0, 0.0], [0.0, 0.0, 0.0], [-0.1, 0.0, 0.0], [0.0, 0.0, 0.0], [-0.1, 0.0, 0.0], [0.0, 0.0, 0.0], [0.0, 0.0, 0.0], [-0.1, 0.0, -0.2], [0.0, 0.1, 0.1], [0.0, 0.0, 0.0], [0.0, 0.0, 0.0], [0.0, 0.0, 0.0], [0.0, 0.0, 0.0], [0.0, 0.0, 0.0], [0.0, 0.0, 0.0], [0.0, 0.0, 0.0], [0.0, 0.0, 0.0], [0.0, 0.0, 0.0], [0.0, 0.0, 0.0], [0.0, 0.0, 0.0], [0.0, 0.0, 0.0], [0.0, 0.0, 0.0], [0.0, 0.0, 0.0], [0.0, 0.0, 0.0], [0.0, 0.0, 0.0], [0.0, 0.0, 0.0], [0.0, 0.0, 0.0], [0.0, 0.0, 0.0], [0.0, 0.0, 0.0], [0.0, 0.0, 0.0], [0.0, 0.0, 0.0], [0.0, 0.0, 0.0], [0.0, 0.0, 0.0], [0.0, 0.0, 0.0], [0.0, 0.0, 0.0], [0.0, 0.0, 0.0], [0.0, 0.0, 0.0], [0.0, 0.0, 0.0], [0.0, 0.0, 0.0], [0.0, 0.0, 0.0], [0.0, 0.0, 0.0], [0.1, 0.0, -0.1], [0.0, 0.0, 0.1], [-0.1, -0.1, 0.1], [0.0, 0.0, 0.0], [0.0, 0.0, 0.0], [0.0, 0.0, 0.0], [0.0, 0.0, 0.0], [0.0, 0.0, 0.0], [0.0, 0.0, 0.0], [0.0, 0.0, 0.0], [0.0, 0.0, 0.0], [0.0, 0.0, 0.0], [0.0, 0.0, 0.0]],
  "mulliken_charge": [0.491, -1.015, -0.681, 0.478, -0.347, -0.860, -0.283, -0.952, -0.703, 0.736, -0.744, -0.634, -0.454, -0.589, -0.577, 0.180, 0.295, 0.536, 0.286, 0.510, -0.202, 0.578, 0.449, 0.365, 0.431, 0.381, 0.386, 0.591, 0.407, 0.374, 0.380, 0.553, 0.247, 0.599, 0.082, 0.474, -1.386, -0.454, 0.508, -0.816, -0.948, 0.173, -0.445, -0.231, -0.475, -0.009, 0.400, -0.014, -0.859, -0.462, -0.762, -0.369, 0.422, 0.378, 0.243, 0.521, 0.197, 0.578, 0.315, 0.059, 0.462, 0.265, 0.632, 0.434, 0.397, 0.436, 0.402, 0.009, 0.728, -1.068, -0.412, -0.503, -0.785, 0.617, -0.635, -0.097, 1.221, -1.017, -0.494, 0.618, -0.609, -1.187, 0.172, 0.386, 0.391, 0.390, 0.439, 0.578, 0.307, 0.229, 0.361]
}

No. 3
{
  "formula": "C5H11O2",
  "method": "the ωB97M-V functional and the def2-TZVPD basis",
  "charge": -2,
  "s_squared": 0.750,
  "molar_mass_g_mol": 103.1,
  "relative_energy_kcal_mol": 15.4,
  "lumo_energy_ev": [6.687, 6.565],
  "multiplicity": 2,
  "e_homo_ev": [4.34, -1.41],
  "species": ["C", "C", "C", "O", "O", "H", "H", "H", "H", "H", "C", "C", "H", "H", "H", "H", "H", "H"],
  "coordinates": [[0.562558, -2.394941, -0.886464], [1.818556, -2.163285, -0.078162], [0.003464, -1.068951, -1.574217], [0.540152, -0.001845, -1.224812], [-0.856506, -1.292833, -2.458344], [0.744854, -2.995346, -1.778453], [-0.248503, -2.840523, -0.311822], [2.408371, -3.046999, 0.162223], [1.539112, -1.706399, 0.879228], [2.393634, -1.331869, -0.485546], [-0.812050, 2.340728, 1.679362], [-1.471369, 2.362333, 0.272028], [0.062718, 3.001995, 1.734501], [-1.513806, 2.649210, 2.462292], [-0.428108, 1.336295, 1.880902], [-1.011366, 1.604940, -0.368631], [-1.173912, 3.296969, -0.217536], [-2.557802, 2.250517, 0.313459]],
  "forces_ev_per_angstrom": [[-0.1, 0.7, -0.9], [-0.4, 0.9, 1.0], [0.6, -0.6, 0.2], [-0.2, 0.1, -0.1], [-0.2, 0.2, 0.1], [0.1, -0.5, 0.2], [0.0, -0.1, 0.0], [0.2, -0.1, -0.3], [-0.1, -0.2, 0.1], [0.3, -0.4, -0.5], [-0.3, -0.2, -0.5], [1.0, 0.3, 0.1], [0.0, 0.0, -0.1], [0.1, 0.0, 0.2], [-0.1, 0.0, 0.3], [-0.2, -0.2, 0.2], [-0.6, 0.2, 0.0], [0.1, 0.0, -0.1]],
  "mulliken_spin": [0.079, 0.561, 0.109, -0.290, -0.017, -0.047, -0.120, -0.175, -0.049, -0.020, 3.346, 0.195, -0.466, -1.080, -0.455, -0.153, -0.251, -0.165]
}

> Which of these has the highest charge?

C34H44N5O6STi